Entry 1:
Computed, not measured: one molecule with the formula C3H7NO2, with ωB97M-V/def2-TZVPD.

LUMO = 0.9 eV
Electronic energy = -323.730216 hartree
Structure (SMILES) = O[C@@H]1NCCO1

Positions of all 13 atoms, in Å:
O1 0.596 -1.309 1.830
O2 -0.431 0.567 1.063
N1 0.237 -0.973 -0.512
C1 0.434 0.364 -1.068
C2 -0.249 -0.824 0.851
C3 -0.459 1.235 -0.186
H1 -0.425 -1.507 -1.059
H2 -1.484 1.285 -0.582
H3 1.485 0.659 -0.973
H4 0.169 0.398 -2.128
H5 1.391 -0.758 1.800
H6 -1.176 -1.390 0.999
H7 -0.089 2.254 -0.038



Entry 2:
Computed, not measured: one molecule with the formula C2H4N2O2S, with ωB97M-V/def2-TZVPD.

LUMO = 0.2 eV
Electronic energy = -736.751052 hartree
Structure (SMILES) = N/C(=N\O)C(=O)S

Positions of all 11 atoms, in Å:
S1 -0.282 1.132 -2.476
O1 1.985 0.858 -1.127
O2 -1.482 -0.922 1.272
N1 -1.115 -0.222 0.092
N2 1.069 -0.484 0.986
C1 0.156 -0.036 0.077
C2 0.796 0.668 -1.102
H1 0.702 -0.819 1.852
H2 -2.419 -0.734 1.324
H3 -1.385 0.617 -1.864
H4 1.975 -0.057 0.967



Entry 3:
Computed, not measured: a 2-piece molecular cluster, C3H10O2S2 overall, with ωB97M-V/def2-TZVPD.

LUMO = 0.4 eV
Electronic energy = -1067.122243 hartree
Structure (SMILES) = OCCCSS.O

Positions of all 17 atoms, in Å:
S1 -0.155 -0.073 -1.553
S2 1.721 0.801 -1.284
O1 2.425 -0.232 2.058
O2 -1.278 1.140 1.391
C1 -1.946 -0.110 1.508
C2 -0.751 -1.378 -0.388
C3 -2.060 -0.878 0.200
H1 -0.336 0.940 1.397
H2 -1.513 -0.753 2.284
H3 -2.946 0.099 1.908
H4 -2.642 -0.262 -0.485
H5 -2.613 -1.789 0.434
H6 -0.044 -1.709 0.378
H7 1.772 0.046 1.414
H8 -0.948 -2.187 -1.096
H9 1.302 1.691 -0.373
H10 2.111 -1.145 2.161



Entry 4:
Computed, not measured: a 2-piece molecular cluster, C4H12 overall, with ωB97M-V/def2-TZVPD.

LUMO = 1.2 eV
Electronic energy = -159.569231 hartree
Structure (SMILES) = CC.CC

Positions of all 16 atoms, in Å:
C1 1.080 -1.397 1.739
C2 -1.086 1.519 -0.692
C3 0.048 -1.974 0.730
C4 -0.025 1.876 -1.748
H1 -0.303 2.799 -2.272
H2 0.917 2.057 -1.242
H3 -1.123 0.440 -0.560
H4 -0.445 -2.917 0.951
H5 0.041 1.152 -2.550
H6 -0.790 -1.321 0.489
H7 1.942 -0.978 1.239
H8 -2.120 1.776 -0.928
H9 0.538 -2.188 -0.229
H10 0.475 -0.632 2.227
H11 1.450 -2.144 2.434
H12 -0.937 2.047 0.252



Entry 5:
Computed, not measured: C26H18F5N3PtSeTe as an isolated structure, with ωB97M-V/def2-TZVPD.

LUMO (spin up / spin down) = -1.6 / -1.6 eV
Electronic energy = -4453.837408 hartree

Positions of all 55 atoms, in Å:
Pt1 -0.245 0.349 -0.265
Te1 -1.476 2.702 -0.111
Se1 -2.052 -1.147 0.894
F1 -3.653 -2.347 5.652
F2 -3.165 0.137 6.705
F3 -3.116 -2.850 3.055
F4 -1.701 1.638 2.482
F5 -2.144 2.100 5.073
N1 -0.648 -0.284 -2.529
N2 1.365 0.166 1.518
N3 1.540 -0.442 -1.068
C1 1.343 0.572 2.764
C2 -1.763 -0.251 -3.215
C3 -1.553 3.205 -2.217
C4 -0.637 0.382 -5.230
C5 3.770 -2.996 0.365
C6 1.717 -0.220 -2.390
C7 -3.532 2.065 -0.049
C8 2.117 -0.021 3.770
C9 2.983 0.386 -4.359
C10 -3.144 -1.381 4.878
C11 3.722 -2.662 1.697
C12 1.844 0.564 -5.105
C13 -1.803 0.073 -4.578
C14 -2.868 -1.631 3.548
C15 -2.141 0.602 3.254
C16 -2.387 0.873 4.591
C17 0.520 -0.058 -3.163
C18 3.106 -2.239 -0.596
C19 -2.897 -0.119 5.419
C20 2.953 -1.560 2.124
C21 2.890 -1.110 3.460
C22 2.938 -0.026 -3.028
C23 2.308 -1.160 -0.225
C24 -2.347 -0.656 2.680
C25 0.585 0.304 -4.531
C26 2.191 -0.842 1.168
H1 -0.575 3.037 -2.655
H2 -3.649 1.179 -0.664
H3 -2.281 2.585 -2.732
H4 4.338 -3.860 0.049
H5 -1.819 4.248 -2.342
H6 1.902 0.900 -6.129
H7 4.253 -3.245 2.434
H8 -2.660 -0.510 -2.668
H9 3.164 -2.511 -1.639
H10 -0.633 0.666 -6.273
H11 -2.750 0.086 -5.092
H12 -4.166 2.865 -0.413
H13 0.701 1.408 2.996
H14 -3.797 1.827 0.975
H15 2.085 0.387 4.768
H16 3.465 -1.620 4.221
H17 3.946 0.578 -4.807
H18 3.854 -0.134 -2.466



Entry 6:
Computed, not measured: C36H57AsBCsF6N8OS4SbSi2 as an isolated structure, with ωB97M-V/def2-TZVPD.

2S+1 = 2
LUMO (spin up / spin down) = 3.5 / 3.1 eV
Total charge = -2
Electronic energy = -7211.632917 hartree

Positions of all 118 atoms, in Å:
Cs1 -1.728 0.959 -1.054
Sb1 -1.556 4.155 -3.112
As1 2.412 0.498 -1.921
S1 -6.445 -2.297 -0.797
S2 -1.495 2.764 2.082
S3 1.541 0.303 1.539
S4 -2.121 -1.493 1.702
Si1 2.498 0.936 -4.279
Si2 4.520 -0.578 -1.660
F1 -2.073 2.849 -4.377
F2 -0.459 2.839 -2.289
F3 -3.005 3.598 -2.024
F4 -0.064 4.593 -4.200
F5 -0.988 5.374 -1.795
F6 -2.608 5.481 -3.939
O1 1.589 -1.203 -2.128
N1 0.244 -0.991 -2.203
N2 -1.961 0.769 3.904
N3 -0.246 -1.169 3.660
N4 0.589 1.247 3.911
N5 2.037 2.613 3.007
N6 -3.802 1.622 3.083
N7 -4.170 -0.613 -0.983
N8 0.108 -2.940 2.426
C1 -4.159 0.635 3.993
C2 1.093 -2.900 3.406
C3 -4.899 2.364 2.385
C4 -3.405 -3.832 -2.662
C5 0.769 0.879 -4.959
C6 -1.839 -5.034 -4.068
C7 3.510 -0.267 -5.311
C8 -2.136 -3.947 -3.241
C9 -3.026 0.123 4.492
C10 -4.069 -5.874 -3.746
C11 1.522 -3.841 0.664
C12 0.861 -1.817 4.160
C13 5.860 0.554 -2.324
C14 2.126 4.668 1.706
C15 3.398 2.728 0.866
C16 -4.365 -4.797 -2.919
C17 -0.742 -1.866 2.598
C18 0.176 -4.002 1.385
C19 -2.808 -5.991 -4.321
C20 -2.434 1.705 3.032
C21 1.389 1.411 2.824
C22 -1.157 -2.955 -2.930
C23 4.555 -2.243 -2.508
C24 4.158 3.824 2.944
C25 -5.740 1.329 1.633
C26 -5.726 3.065 3.468
C27 -4.443 3.428 1.390
C28 1.610 3.174 4.204
C29 4.840 -0.852 0.164
C30 -0.919 -3.952 0.324
C31 -0.376 -2.064 -2.648
C32 0.732 2.325 4.753
C33 -5.112 -1.299 -0.909
C34 0.094 -5.359 2.091
C35 3.220 2.654 -4.411
C36 2.922 3.429 2.130
B1 -0.545 0.235 4.243
H1 0.837 0.945 -6.050
H2 3.344 2.909 -5.469
H3 -6.272 0.654 2.304
H4 -0.720 -4.787 -0.356
H5 3.388 0.028 -6.359
H6 1.830 5.276 2.562
H7 1.946 4.137 4.540
H8 3.727 -2.865 -2.167
H9 -0.902 -3.025 -0.240
H10 -5.107 3.785 4.006
H11 -3.628 -2.993 -2.015
H12 1.884 -3.624 3.462
H13 -4.823 -6.625 -3.947
H14 0.165 -6.160 1.351
H15 -2.578 -6.831 -4.966
H16 0.155 2.404 5.657
H17 0.896 -5.496 2.819
H18 -5.180 0.352 4.160
H19 0.149 1.700 -4.603
H20 -1.916 -4.055 0.743
H21 0.263 -0.055 -4.710
H22 4.197 2.734 -3.928
H23 5.799 1.552 -1.884
H24 2.373 -3.982 1.332
H25 1.589 -2.840 0.232
H26 -6.483 1.844 1.019
H27 4.504 -2.180 -3.594
H28 -5.114 0.729 0.973
H29 -3.805 4.178 1.847
H30 4.686 2.930 3.282
H31 -5.341 -4.691 -2.462
H32 -5.353 3.901 1.011
H33 2.545 3.388 -3.968
H34 2.732 5.285 1.039
H35 4.830 4.407 2.312
H36 -2.874 -0.693 5.175
H37 5.402 -0.018 0.592
H38 6.833 0.131 -2.052
H39 1.594 -4.575 -0.141
H40 4.054 3.437 0.349
H41 4.578 -0.276 -5.084
H42 5.430 -1.765 0.294
H43 -6.142 2.359 4.188
H44 -0.506 0.106 5.457
H45 -0.850 -5.114 -4.500
H46 3.129 -1.285 -5.208
H47 -6.554 3.599 2.998
H48 1.416 -1.413 4.988
H49 5.494 -2.733 -2.229
H50 5.824 0.663 -3.409
H51 3.911 4.429 3.816
H52 3.947 1.812 1.081
H53 3.920 -0.940 0.748
H54 -3.901 3.010 0.547
H55 -0.861 -5.451 2.610
H56 1.221 4.367 1.178
H57 2.566 2.469 0.220



Entry 7:
Computed, not measured: a 2-piece molecular cluster, C3H9N2O3 overall, with ωB97M-V/def2-TZVPD.

LUMO = 3.7 eV
Total charge = -1
Electronic energy = -454.972472 hartree

Positions of all 17 atoms, in Å:
O1 -3.180 0.556 -1.270
O2 3.318 1.280 0.322
O3 2.206 -1.376 0.238
N1 -1.760 1.563 0.123
N2 0.146 -0.335 -0.329
C1 -2.122 0.513 -0.649
C2 -1.252 -0.718 -0.601
C3 0.977 -1.243 0.680
H1 -1.545 -1.141 0.372
H2 -0.851 1.599 0.573
H3 0.789 -0.325 -1.110
H4 -1.450 -1.427 -1.394
H5 -2.325 2.399 0.062
H6 3.444 0.307 0.278
H7 0.826 -0.635 1.610
H8 2.341 1.208 0.322
H9 0.439 -2.225 0.773



Entry 8:
Computed, not measured: a 2-piece molecular cluster, C3H5NO overall, with ωB97M-V/def2-TZVPD.

LUMO = 0.5 eV
Electronic energy = -247.184461 hartree
Structure (SMILES) = C1=NC1.C=O

Positions of all 10 atoms, in Å:
O1 0.571 -1.513 -0.667
N1 -1.916 1.501 -0.146
C1 -0.403 1.499 -0.394
C2 1.236 -1.626 0.326
C3 -1.273 0.451 0.078
H1 -0.066 1.533 -1.432
H2 1.338 -0.745 1.006
H3 0.205 2.075 0.302
H4 1.714 -2.612 0.506
H5 -1.407 -0.562 0.421



Entry 9:
Computed, not measured: one molecule with the formula C4H8N2, with ωB97M-V/def2-TZVPD.

LUMO = 1.1 eV
Electronic energy = -266.635620 hartree
Structure (SMILES) = [H]/N=C(C)/C(C)=N/[H]

Positions of all 14 atoms, in Å:
N1 -0.949 1.516 -0.164
N2 0.828 -1.435 0.665
C1 -0.819 0.267 0.026
C2 0.909 -0.273 0.252
C3 -1.922 -0.744 -0.015
C4 1.924 0.682 -0.233
H1 2.050 -1.589 0.965
H2 2.806 0.147 -0.591
H3 1.492 1.269 -1.047
H4 -2.893 -0.265 -0.188
H5 -1.737 -1.457 -0.822
H6 -1.963 -1.285 0.932
H7 2.194 1.366 0.574
H8 -1.919 1.802 -0.354



Entry 10:
Computed, not measured: C29H32F3N3O2S2 as an isolated structure, with ωB97M-V/def2-TZVPD.

LUMO = 0.3 eV
Electronic energy = -2534.784128 hartree

Positions of all 71 atoms, in Å:
S1 1.362 1.654 -0.358
S2 3.046 0.202 1.488
F1 -0.142 3.515 -1.268
F2 0.911 4.046 0.597
F3 1.985 4.075 -1.317
O1 2.002 -0.731 1.166
O2 4.353 -0.022 0.925
N1 -1.155 -1.183 -0.231
N2 2.466 1.731 1.218
N3 -1.636 -0.802 -2.341
C1 2.582 1.429 3.959
C2 -0.801 0.147 -4.428
C3 3.147 0.361 3.257
C4 -0.612 1.431 0.894
C5 -0.510 -0.850 3.881
C6 3.531 2.724 1.286
C7 3.128 0.308 6.039
C8 2.589 1.402 5.360
C9 -0.627 0.234 1.684
C10 -4.402 -0.702 -3.347
C11 -0.655 -2.229 1.877
C12 -0.606 -2.101 3.265
C13 3.757 -0.713 5.312
C14 1.051 3.401 -0.596
C15 -2.048 -2.182 -0.668
C16 -0.539 -3.632 1.363
C17 3.787 -0.677 3.925
C18 -0.426 -0.794 5.380
C19 -2.257 -2.005 -1.970
C20 -0.520 0.304 3.096
C21 -2.529 0.238 -7.823
C22 -0.766 -1.054 1.112
C23 -3.378 -0.065 -5.496
C24 0.599 0.178 -3.899
C25 -3.192 -0.300 -4.134
C26 -1.884 -0.205 -3.610
C27 -1.031 0.350 -5.797
C28 -0.863 -0.402 -1.299
C29 -2.303 0.192 -6.348
H1 4.224 -1.542 5.840
H2 -0.665 -3.001 3.881
H3 -0.733 -3.765 0.298
H4 -4.326 -0.546 -2.267
H5 4.084 2.770 0.343
H6 -0.244 0.471 -1.320
H7 4.263 -1.462 3.343
H8 -0.137 -1.783 5.769
H9 -2.058 1.120 -8.265
H10 -0.378 2.339 1.436
H11 -2.833 -2.592 -2.658
H12 1.302 0.007 -4.727
H13 2.177 2.253 5.916
H14 0.465 -4.030 1.583
H15 -4.683 -1.745 -3.555
H16 0.319 -0.057 5.704
H17 -1.298 1.553 0.059
H18 0.806 -0.598 -3.152
H19 -0.175 0.577 -6.441
H20 0.834 1.149 -3.427
H21 -0.434 1.284 3.572
H22 -1.397 -0.510 5.817
H23 -1.242 -4.276 1.912
H24 -3.602 0.266 -8.031
H25 -5.253 -0.117 -3.709
H26 -2.097 -0.645 -8.311
H27 2.103 2.249 3.424
H28 3.073 3.693 1.513
H29 -2.484 -2.906 -0.002
H30 3.126 0.285 7.136
H31 4.229 2.425 2.076
H32 -4.383 -0.140 -5.911



Entry 11:
Computed, not measured: a 2-piece molecular cluster, CH3BO4 overall, with ωB97M-V/def2-TZVPD.

LUMO = 0.1 eV
Electronic energy = -365.791505 hartree
Structure (SMILES) = O=BO.O=CO

Positions of all 9 atoms, in Å:
O1 2.063 0.763 0.078
O2 -1.683 -0.819 0.214
O3 -1.105 1.195 -0.804
O4 1.441 -1.636 -0.457
C1 -1.372 0.322 0.202
B1 1.704 -0.402 -0.009
H1 -0.761 1.960 -0.431
H2 0.919 -2.311 0.052
H3 -1.206 0.927 1.155



Entry 12:
Computed, not measured: one molecule with the formula C20H33ClN2O4, with ωB97M-V/def2-TZVPD.

LUMO = 0.5 eV
Electronic energy = -1652.554978 hartree
Structure (SMILES) = CN(CC1(O)CN(C(=O)C[C@@H]2C[C@@H](O)C2(C)C)C1)C(=O)C1(Cl)CCCCC1

Positions of all 60 atoms, in Å:
Cl1 -1.598 0.332 1.113
O1 2.471 0.772 2.322
O2 -3.853 -1.824 -0.011
O3 -1.479 -1.144 -4.133
O4 -1.457 3.135 -0.934
N1 -0.792 1.415 -2.220
N2 -2.057 -2.212 -1.308
C1 2.588 2.058 1.730
C2 -0.525 -2.306 3.704
C3 1.184 2.546 1.347
C4 1.440 2.043 -0.088
C5 -0.406 -2.179 1.183
C6 -2.646 -1.790 -0.139
C7 2.964 2.035 0.216
C8 0.050 0.492 -2.970
C9 -0.882 -1.550 -1.850
C10 -1.866 -1.585 3.653
C11 0.323 -1.920 2.500
C12 -2.025 0.669 -2.439
C13 3.651 3.336 -0.173
C14 0.911 2.839 -1.277
C15 3.736 0.837 -0.297
C16 -1.140 -0.505 -2.931
C17 -2.593 -1.858 2.342
C18 -2.959 -2.836 -2.270
C19 -1.766 -1.486 1.104
C20 -0.556 2.516 -1.470
H1 -0.183 -2.290 -2.250
H2 3.354 0.415 2.462
H3 -1.687 -0.477 -4.796
H4 0.254 -1.909 0.365
H5 -3.545 -1.338 2.297
H6 -3.572 -3.571 -1.754
H7 3.720 3.439 -1.259
H8 3.198 2.715 2.360
H9 1.479 2.593 -2.180
H10 4.772 0.844 0.055
H11 0.003 -2.072 4.630
H12 3.766 0.844 -1.390
H13 3.269 -0.097 0.023
H14 -1.708 -0.509 3.765
H15 -2.359 -3.317 -3.038
H16 0.603 -0.864 2.557
H17 0.366 2.092 1.899
H18 0.996 3.910 -1.098
H19 -2.815 -2.928 2.261
H20 1.097 1.005 -0.160
H21 -2.506 -1.897 4.481
H22 -0.611 -3.251 1.077
H23 3.122 4.210 0.212
H24 1.258 -2.484 2.492
H25 1.096 3.632 1.389
H26 -0.395 -1.007 -1.046
H27 0.975 0.176 -2.481
H28 -3.626 -2.114 -2.745
H29 -2.649 1.098 -3.230
H30 0.272 0.841 -3.984
H31 -0.695 -3.389 3.698
H32 -2.628 0.512 -1.545
H33 4.667 3.360 0.229



Values of relative energy (zero: lowest compared OMol25 entry of this formula, charge and spin), in order: 133.2, 141.4, 63.3, 41.3, 216.2, 23.1, 163.1, 322.3, 226.8, 0.0, 211.5, 18.0, all in kJ/mol.
Values of max |F|, in order: 0.37, 1.01, 1.25, 1.76, 2.74, 1.43, 2.59, 0.73, 6.71, 3.75, 4.49, 0.59, all in eV Å⁻¹.